[1]
The following is a quantum chemistry calculation of C7H14 in the gas phase, from the OMol25 dataset.

## Properties
HOMO-LUMO gap   8.594 eV
SMILES   C[C@@H]1[C@H](C)C1(C)C
E   -275.0068 Ha
Energy above the lowest of the compared OMol25 structures with the same formula, charge and spin   68.7 kcal/mol

Last column: natural (NBO) charge in e.
Positions of all 21 atoms, in Å:
C: -1.262968 1.729332 0.715408  -0.638
C: -0.359138 1.217392 -0.388138  -0.314
C: -0.527095 -0.184518 -0.894619  -0.249
C: -1.575209 -1.118071 -0.308408  -0.605
C: 0.742633 -0.093226 -0.145000  0.018
C: 0.946744 -0.704077 1.204836  -0.630
C: 1.958983 -0.183356 -1.074163  -0.622
H: -2.220726 2.114305 0.324666  0.222
H: -0.782834 2.577903 1.206533  0.215
H: -1.523905 0.981180 1.475084  0.189
H: 0.711254 1.527576 -0.302097  0.283
H: -0.414892 -0.347972 -1.964578  0.200
H: -1.285610 -2.145017 -0.565722  0.213
H: -2.570413 -0.938474 -0.722097  0.215
H: -1.649986 -1.076011 0.782072  0.208
H: 1.917809 -0.415275 1.627324  0.216
H: 0.928370 -1.795175 1.111204  0.212
H: 0.173000 -0.398075 1.913102  0.217
H: 1.824572 0.380208 -2.005807  0.224
H: 2.916897 0.115379 -0.629508  0.208
H: 2.052515 -1.244037 -1.360102  0.218

Cartesian forces (eV/Å) of the 3 atoms listed first:
0.2 0.0 0.2
1.1 -0.4 0.9
0.2 -0.4 -0.1

***

[2]
The following is a quantum chemistry calculation of C5H5BrN2O in the gas phase, from the OMol25 dataset.

## Properties
HOMO-LUMO gap   7.928 eV
SMILES   C/N=N/C=C\C(Br)=C=O
E   -2952.1590 Ha
Energy above the lowest of the compared OMol25 structures with the same formula, charge and spin   68.2 kcal/mol

Last column: natural (NBO) charge in e.
Positions of all 14 atoms, in Å:
C: -0.674821 -1.093567 1.041684  -0.457
N: 0.125156 -0.520993 0.003340  -0.165
N: -0.135412 0.670177 -0.294624  -0.187
C: 0.798271 1.361605 -1.036001  -0.059
C: 2.179761 1.149136 -1.017520  -0.209
C: 2.875884 0.002810 -0.656352  -0.349
Br: 4.584000 0.083674 0.458408  0.020
C: 2.590983 -1.219488 -0.906307  0.742
O: 2.319715 -2.275994 -1.280705  -0.404
H: -0.025718 -1.312872 1.954284  0.219
H: -1.416581 -0.414956 1.526552  0.200
H: -1.053692 -1.996054 0.732214  0.213
H: 0.397030 2.328680 -1.244763  0.210
H: 2.769632 1.874562 -1.514742  0.226

Cartesian forces (eV/Å) of the 3 atoms listed first:
0.8 2.3 3.1
0.5 0.9 -0.9
-0.2 -1.5 1.3

***

The records above yield strongest force on any atom values of 2.237; 3.933 eV/Å, respectively.